C3H6O2S | ωB97M-V with the def2-TZVPD basis set

Structure (XYZ):
```
12
Properties=species:S:1:pos:R:3
C -1.716 0.911 -0.921
C 1.341 -0.993 -0.342
C 1.410 0.519 0.110
O -2.218 0.174 1.504
O 1.589 0.616 1.386
S -2.686 0.134 0.131
H -0.682 1.264 -0.657
H 0.300 -1.058 -0.714
H 1.532 -1.666 0.503
H 2.057 -1.101 -1.218
H -2.270 1.227 -1.802
H 1.345 -0.026 2.022
```

HOMO level (alpha / beta) in eV: -6.74 / -9.76
Spin multiplicity: 3
Max |F| in Eh/bohr: 0.0774
HOMO-LUMO gap (alpha / beta) in eV: 6.52 / 8.87
ΔE to the lowest compared entry with this formula, charge and spin in kJ/mol: 223.15
Charge: 0
Expectation value of S²: 2.005